<one>
Entry from OMol25: a molecular structure, C6H11N (wB97M-V/def2-TZVPD).

The geometry in ORCA input format:
```
! wB97M-V def2-TZVPD RIJCOSX def2/J DEFGRID3
* xyz 0 1
C 0.5163 1.7100 -1.1003
C 1.0033 0.2980 -0.7402
C 0.8074 -0.1042 0.7513
C -0.4131 0.0422 1.4274
C -0.6957 -1.3493 0.9097
C -0.4305 -2.6195 1.3114
N -0.9302 1.9198 -1.2358
H 0.8793 2.1011 -2.0571
H 0.9660 2.4075 -0.3885
H 2.0668 0.3197 -1.0342
H 0.5892 -0.5134 -1.3400
H 1.6865 -0.5383 1.2232
H -1.1985 0.7773 1.4643
H -1.3242 -1.2021 0.0224
H 0.4087 -2.8994 1.9299
H -1.1604 -3.4173 1.2428
H -1.3534 1.4008 -1.9922
H -1.4175 1.6670 -0.3941
*
```

- LUMO energy: -0.1 eV


<two>
Entry from OMol25: C6H11N in the gas phase (wB97M-V/def2-TZVPD).

The geometry in ORCA input format:
```
! wB97M-V def2-TZVPD RIJCOSX def2/J DEFGRID3
* xyz 0 1
C -1.3279 0.5883 -0.4452
C -1.2221 -0.7210 0.3889
C 0.0440 -1.5140 -0.0751
N 0.9755 -0.5552 -0.5662
C 2.1229 0.0790 -0.0265
C 0.9246 0.6602 0.2187
C -0.2609 1.5381 0.0533
H -0.9551 0.3617 -1.5706
H -2.4699 0.7532 -0.6046
H -2.0687 -1.2512 -0.1907
H -1.7254 -0.5535 1.4919
H 0.3967 -2.0263 0.8106
H -0.3863 -2.1181 -0.9202
H 2.6923 -0.3080 0.8695
H 2.8163 0.4019 -0.9341
H 0.7773 0.4537 1.3110
H -0.0696 2.1128 -0.7762
H -0.2638 2.0984 0.9659
*
```

- LUMO energy: 1.1 eV
- Structure (SMILES): C1CCN2C[C@H]2C1


<three>
Entry from OMol25: C6H11N in the gas phase (wB97M-V/def2-TZVPD).

The geometry in ORCA input format:
```
! wB97M-V def2-TZVPD RIJCOSX def2/J DEFGRID3
* xyz 0 1
C 0.3601 -2.4887 2.6927
C 0.6320 -1.8186 1.3853
C -0.2498 -1.1439 0.6417
C 0.1867 -0.1908 -0.3670
C -0.5718 0.6500 -1.0632
N -0.1046 1.4286 -2.1130
C -0.4047 2.8330 -2.1856
H 0.8830 -3.4440 2.7645
H -0.7024 -2.6592 2.9063
H 0.6800 -1.8660 3.5331
H 1.6887 -1.6272 1.1945
H -1.3018 -1.2037 0.8923
H 1.2630 -0.0835 -0.4619
H -1.6480 0.6782 -0.9030
H 0.8520 1.1956 -2.3404
H 0.0737 3.3438 -3.0193
H -1.4815 3.0231 -2.2886
H -0.1547 3.3733 -1.2683
*
```

- LUMO energy: 1.1 eV
- Structure (SMILES): C/C=C/C=C/NC


<four>
Entry from OMol25: C6H11N in the gas phase (wB97M-V/def2-TZVPD).

The geometry in ORCA input format:
```
! wB97M-V def2-TZVPD RIJCOSX def2/J DEFGRID3
* xyz 0 1
C -1.5436 -1.9399 1.5641
C -1.1746 -0.6589 1.6172
C -0.0050 -0.0054 0.8988
N 1.1337 -0.8214 0.7999
C -0.0883 1.2496 0.3245
C 0.6003 1.6034 -0.9497
C 0.6798 0.5017 -1.9131
H -2.5956 -2.1640 1.7774
H -0.8387 -2.6884 1.2413
H -1.7756 0.0609 2.0991
H 1.6500 -0.5874 -0.0096
H 1.1543 -1.7504 0.7744
H -0.9507 1.9412 0.6326
H 0.2918 2.4593 -1.4846
H 1.6960 1.8642 -0.6910
H 1.2359 0.9011 -2.7560
H 0.9457 -0.4931 -1.6597
H -0.4156 0.5274 -2.2655
*
```

- LUMO energy: 1.0 eV
- Structure (SMILES): C=C/C(N)=C/CC


Short version: <three> is the most stable of them.


<one>
Entry from OMol25: a molecular structure, C6H11N (wB97M-V/def2-TZVPD).

The geometry in ORCA input format:
```
! wB97M-V def2-TZVPD RIJCOSX def2/J DEFGRID3
* xyz 0 1
C 2.2063 0.1863 -0.4107
C 0.9153 -0.0053 0.3683
C 0.3342 -1.2644 -0.0547
C -1.1139 -0.7543 0.3142
C -2.3004 -0.1175 -0.2602
C -0.3224 1.0873 0.2222
H 1.9460 -0.5096 -1.4849
H 2.8758 -0.5302 0.0884
H 2.3365 1.4731 -0.3561
H 1.4449 0.1524 1.3718
H 0.6282 -2.2291 0.4828
H 0.0489 -1.2753 -1.2425
H -1.0260 -0.2944 1.3859
H -2.9054 0.2616 0.6099
H -3.1645 -0.3771 -1.0202
H -0.1300 2.0235 -0.5292
H -0.7679 1.7413 1.2265
N -1.0057 0.4317 -0.7115
*
```

- LUMO energy: 1.0 eV


<two>
Entry from OMol25: a molecular structure, C6H11N (wB97M-V/def2-TZVPD).

The geometry in ORCA input format:
```
! wB97M-V def2-TZVPD RIJCOSX def2/J DEFGRID3
* xyz 0 1
C -1.0541 0.1369 -1.6669
C -0.3365 -0.4433 -0.4470
C 1.1028 -0.7047 -0.7339
C -0.4181 0.5482 0.7588
C -0.2879 -0.1475 2.1202
C 0.7397 1.5346 0.6190
N 1.6369 0.9940 -0.0836
H -2.1060 0.3407 -1.4416
H -1.0156 -0.5536 -2.5166
H -0.5903 1.0813 -1.9796
H -0.8362 -1.3604 -0.1215
H 2.3725 0.8340 -0.7162
H 1.3344 -0.9055 -1.8011
H 1.5991 -1.4603 -0.1115
H -1.3780 1.0817 0.7322
H -0.2849 0.5808 2.9363
H -1.1235 -0.8374 2.2781
H 0.6459 -0.7196 2.1749
*
```

- LUMO energy: 1.0 eV


<three>
Entry from OMol25: C6H11N in the gas phase (wB97M-V/def2-TZVPD).

The geometry in ORCA input format:
```
! wB97M-V def2-TZVPD RIJCOSX def2/J DEFGRID3
* xyz 0 1
C 1.8457 -0.5709 0.4291
C 0.4918 0.1402 0.5041
C 0.5031 1.4336 -0.2296
C -0.6425 -0.8047 -0.0327
C -2.0419 -0.4341 0.4759
C -0.6474 -0.6385 -1.5321
N -0.2217 0.3923 -2.0112
H 1.8280 -1.5311 0.9566
H 2.6415 0.0387 0.8702
H 2.1155 -0.7684 -0.6150
H 0.2213 0.2974 1.5595
H 0.3166 1.2382 -2.1684
H 1.4784 1.9208 -0.3085
H -0.2767 2.1510 0.0344
H -0.4273 -1.8418 0.2480
H -2.8030 -1.0902 0.0444
H -2.0866 -0.5305 1.5652
H -2.2950 0.5980 0.2100
*
```

- LUMO energy (spin up / spin down): 0.8 / 0.8 eV


<four>
Entry from OMol25: a molecular structure, C6H11N (wB97M-V/def2-TZVPD).

The geometry in ORCA input format:
```
! wB97M-V def2-TZVPD RIJCOSX def2/J DEFGRID3
* xyz 0 1
C 0.1672 -0.9318 0.1102
C -0.1305 0.2502 -0.6070
C -0.3651 1.3635 0.2439
C -0.4767 0.7561 1.6112
C 0.1116 -0.5763 1.6036
C -0.1551 0.2903 -2.1077
H 0.7115 -2.0262 -1.3064
H 0.8593 -2.7251 0.1983
H -1.4997 2.2813 -0.3094
H 0.6165 2.3182 0.3353
H 0.0103 1.4661 2.3643
H -1.2580 0.9415 2.1325
H 1.3417 -0.6152 2.0305
H -0.1937 -1.4062 1.8533
H 0.0512 -0.5992 -2.5854
H -1.0835 0.6971 -2.6369
H 0.9224 0.7225 -2.5966
N 0.3707 -2.2069 -0.3335
*
```

- LUMO energy: 0.9 eV


Short version: <two> is the most stable of them.


<one>
Entry from OMol25: a molecular structure, C6H11N (wB97M-V/def2-TZVPD).

The geometry in ORCA input format:
```
! wB97M-V def2-TZVPD RIJCOSX def2/J DEFGRID3
* xyz 0 1
C -1.8614 0.0167 -0.0917
C -0.6152 -0.7902 -0.1340
C 0.4473 -0.5703 1.0358
C 0.6277 1.0178 0.8333
C 0.8425 1.0163 -0.7407
C 0.6807 -0.4241 -0.9672
H -2.6362 -0.1628 -0.9389
H -2.4641 -0.2456 0.7378
H -1.7165 1.0534 -0.0306
H -0.9806 -1.7908 -0.1289
H 0.2971 -1.0250 1.9624
H -0.2122 1.6926 1.2370
H 1.5899 1.4042 1.3410
H 0.1328 1.5848 -1.3507
H 1.9268 1.1056 -0.9931
H 1.0155 -0.8761 -1.8998
H 1.3912 -2.0361 0.0372
N 1.5346 -0.9704 0.0912
*
```

- LUMO energy: 1.1 eV


<two>
Entry from OMol25: C6H11N in the gas phase (wB97M-V/def2-TZVPD).

The geometry in ORCA input format:
```
! wB97M-V def2-TZVPD RIJCOSX def2/J DEFGRID3
* xyz 0 1
C 1.0922 2.0562 1.7673
C -0.0202 1.4629 1.3760
C -0.0884 0.3784 0.3517
C 0.9309 -0.4717 0.2184
C 1.0597 -1.6515 -0.7120
N -1.3481 0.3886 -0.2830
C -1.7889 -0.6714 -1.1687
H 1.0972 2.9395 2.3969
H 2.0311 1.8881 1.2620
H -1.0064 1.7214 1.7323
H 1.8100 -0.3656 0.8382
H 1.0316 -1.4520 -1.7857
H 0.3443 -2.4521 -0.4951
H 2.0274 -2.1538 -0.5872
H -1.4748 1.2941 -0.7175
H -1.4625 -1.6288 -0.7788
H -1.3585 -0.6000 -2.1752
H -2.8767 -0.6822 -1.2396
*
```

- LUMO energy: 1.0 eV
- Structure (SMILES): C=C/C(=C/C)NC


Short version: <two> is the most stable of them.


<one>
Entry from OMol25: 2 unconnected molecules or ions with the total composition C6H11N (wB97M-V/def2-TZVPD).

The geometry in ORCA input format:
```
! wB97M-V def2-TZVPD RIJCOSX def2/J DEFGRID3
* xyz 0 1
C 2.1155 -0.0312 -0.1092
C 0.9260 -0.9602 0.1258
C -0.4452 -0.2774 0.0221
C -1.6200 -1.2090 0.3300
C -0.9576 1.9873 -1.4471
C -0.4971 0.8686 0.9447
N -0.5373 1.7382 1.7069
H 2.0898 0.4216 -1.1074
H 3.0507 -0.5924 -0.0200
H 2.1432 0.7787 0.6289
H 0.9962 -1.4106 1.1233
H 0.9376 -1.7794 -0.6026
H -1.5046 -1.6335 1.3321
H -2.5689 -0.6655 0.2928
H -1.6580 -2.0227 -0.3998
H -1.7982 2.1900 -0.7495
H -0.1059 2.4804 -0.9328
H -0.5637 0.0917 -1.0110
*
```

- LUMO energy (spin up / spin down): -0.8 / -0.8 eV


<two>
Entry from OMol25: C6H11N in the gas phase (wB97M-V/def2-TZVPD).

The geometry in ORCA input format:
```
! wB97M-V def2-TZVPD RIJCOSX def2/J DEFGRID3
* xyz 0 1
C -0.7720 -0.4370 -0.8693
C -1.9542 -1.3347 -0.9280
C 1.7051 1.0641 -0.7711
C -0.4079 0.2833 0.2791
C 1.7198 -0.0543 1.3324
C -1.1692 0.6703 1.3285
N 1.0158 0.4477 0.3363
H -0.0336 -0.6186 -1.6305
H -2.5789 -1.2151 -0.0485
H -2.5611 -1.1082 -1.8039
H 2.2969 1.9064 -0.4036
H 0.9821 1.4379 -1.4880
H 2.3862 0.3578 -1.2592
H -1.6722 -2.4030 -1.0024
H 2.7930 -0.1359 1.2383
H 1.2058 -0.5087 2.1622
H -2.2291 0.5071 1.3357
H -0.7265 1.1408 2.1919
*
```

- LUMO energy (spin up / spin down): 0.0 / -0.8 eV


<three>
Entry from OMol25: C6H11N in the gas phase (wB97M-V/def2-TZVPD).

The geometry in ORCA input format:
```
! wB97M-V def2-TZVPD RIJCOSX def2/J DEFGRID3
* xyz 0 1
C 0.8199 1.7376 -1.3854
C 0.5420 0.6180 -0.7062
C 0.2615 -0.7812 -1.1259
C 0.2256 -1.4986 0.1913
N -0.2188 -0.5040 1.2183
C -1.5835 -0.0888 1.0767
C 0.6107 0.6925 0.7918
H 0.9507 2.6760 -0.8183
H 1.0460 1.6294 -2.3733
H 1.2794 -1.0119 -1.5528
H -0.6029 -0.9189 -1.8328
H -0.3666 -2.5117 0.2424
H 1.1303 -1.8954 0.4715
H -1.8561 0.6707 0.2217
H -1.9004 0.2696 2.1734
H -2.2551 -1.0836 1.0084
H 0.2630 1.6758 1.3170
H 1.6543 0.3246 1.0823
*
```

- LUMO energy: 1.0 eV
- Structure (SMILES): C=C1CCN(C)C1


<four>
Entry from OMol25: C6H11N in the gas phase (wB97M-V/def2-TZVPD).

The geometry in ORCA input format:
```
! wB97M-V def2-TZVPD RIJCOSX def2/J DEFGRID3
* xyz 0 1
C 1.0656 -2.1860 -3.0558
C 0.4182 -2.0019 -1.8666
C 0.7282 -0.8394 -1.0016
C -0.0097 -0.4343 0.0309
C 0.2071 0.9142 0.6826
N -0.1901 1.0974 2.0502
C -1.5569 1.6806 2.1691
H 1.8154 -2.9467 -3.2354
H 0.9762 -1.3331 -3.7446
H -0.3711 -2.6505 -1.4754
H 1.7268 -0.3867 -1.0691
H -0.8226 -0.9762 0.4904
H -0.0817 1.7542 0.0309
H 1.3025 1.0745 0.6550
H 0.3732 1.7812 2.5329
H -2.2826 0.8762 2.2136
H -1.6012 2.1012 3.1835
H -1.6973 2.4752 1.4092
*
```

- LUMO energy: 0.0 eV
- Structure (SMILES): C=C/C=C/CNC


Short version: <three> is the most stable of them.


<one>
Entry from OMol25: 2 unconnected molecules or ions with the total composition C6H11N (wB97M-V/def2-TZVPD).

The geometry in ORCA input format:
```
! wB97M-V def2-TZVPD RIJCOSX def2/J DEFGRID3
* xyz 0 1
C 0.8102 1.6254 -0.5784
C 0.5562 0.6376 0.5349
C 1.3459 -0.5553 0.9612
C -0.0948 -0.7152 0.4784
C -1.4776 -0.7638 1.1288
H 1.3473 2.4905 -0.1764
H -0.1536 1.9856 -0.9597
H 1.3897 1.2403 -1.4249
H 0.1301 1.1498 1.3973
H 1.6857 -0.6923 1.9808
H 2.0894 -0.8775 0.2240
H -0.0934 -1.3268 -0.4077
H -2.0617 -1.6366 0.8167
H -1.4738 -0.7150 2.2190
H -2.0368 0.1120 0.7637
C -0.6262 -0.6572 -2.3354
N -1.7715 -0.5246 -2.3514
H 0.4349 -0.7768 -2.2708
*
```

- LUMO energy: 0.9 eV
- Structure (SMILES): C[C@@H]1C[C@H]1C.C#N


<two>
Entry from OMol25: C6H11N in the gas phase (wB97M-V/def2-TZVPD).

The geometry in ORCA input format:
```
! wB97M-V def2-TZVPD RIJCOSX def2/J DEFGRID3
* xyz 0 1
C 0.2252 0.6887 3.0193
C -0.4739 0.5184 1.6949
C -0.0509 -0.3029 0.7043
C 0.0722 -0.1200 -0.7795
C -1.2905 0.3601 -1.2476
C 1.0017 -0.9021 -1.3524
N 1.0596 -1.0804 -2.7247
H -0.4450 1.1188 3.7584
H 0.9681 1.4848 2.8357
H 0.5748 -0.2948 3.3030
H -0.7666 1.4872 1.2475
H 0.0815 -1.3900 0.9154
H -2.1626 -0.0783 -0.6866
H -1.4533 0.3561 -2.3287
H -1.4233 1.4221 -1.0250
H 1.9294 -1.1794 -0.8740
H 1.8724 -1.3828 -3.2211
H 0.2813 -0.7053 -3.2389
*
```

- LUMO energy: 1.0 eV
- Structure (SMILES): C/C=C/C(C)=C/N


Short version: <one> is the most stable of them.